1.
ORCA calculation (ωB97M-V/def2-TZVPD) on C4H8O2 as an isolated structure in a non-equilibrium geometry.

Geometry as XYZ:
```
14
C4H8O2, DFT ωB97M-V/def2-TZVPD
C -1.46844 -0.26861 -0.38340
C -0.17487 0.43263 -0.37942
O -0.37082 1.56711 0.37720
C 0.70815 -0.73282 0.26005
C 2.07824 -0.15701 0.45748
O 3.10154 -0.72134 0.16253
H -2.31989 1.00304 -0.43281
H -1.56235 -1.08254 -1.12212
H -1.79458 -0.54108 0.61884
H 0.21477 0.63599 -1.39897
H -1.57370 1.68856 0.06217
H 0.79254 -1.64593 -0.35886
H 0.32397 -1.04189 1.24732
H 2.04543 0.86389 0.88997
```

ΔE to the lowest compared entry with this formula, charge and spin	104.39	kcal/mol
HOMO level	-0.361	hartree
HOMO-LUMO gap	10.03	eV

***

2.
ORCA calculation (ωB97M-V/def2-TZVPD) on a 2-piece molecular cluster, C3H2F4O3S overall in a non-equilibrium geometry.

Geometry as XYZ:
```
13
C3H2F4O3S, DFT ωB97M-V/def2-TZVPD
C -0.39781 0.57440 1.18684
C -0.44321 0.15726 -0.86944
C 1.15078 0.59694 1.30552
O -1.59705 -2.52621 -2.55219
O -1.04051 -0.29829 1.74464
O 0.08437 -0.95204 -1.39359
F -1.76863 0.27408 -1.10319
F 1.52843 0.97148 2.53332
F 1.71715 -0.59131 1.05821
F 1.71710 1.47006 0.44816
S -0.23672 -2.31960 -2.17842
H -0.79508 1.58534 1.00164
H 0.08118 1.05787 -1.18150
```

ΔE to the lowest compared entry with this formula, charge and spin	61.46	kcal/mol
HOMO level (alpha / beta)	-0.340 / -0.357	hartree
HOMO-LUMO gap (alpha / beta)	7.21 / 8.30	eV

***

3.
ORCA calculation (ωB97M-V/def2-TZVPD) on one molecule with the formula C6H9NO in a non-equilibrium geometry.

Geometry as XYZ:
```
17
C6H9NO, DFT ωB97M-V/def2-TZVPD
C 2.28219 -0.00536 -0.05738
C 0.79479 0.21717 0.15062
C -0.37675 0.48338 -0.88916
C -0.16579 -1.02340 0.20682
C -1.30604 -0.29364 0.78322
C -1.48336 0.93387 -0.05010
H 2.62674 0.82074 -0.74721
H 2.81145 0.02186 1.09043
H 2.69794 -0.88712 -0.58961
H 1.10426 0.94436 0.89300
H -0.23245 1.00030 -1.85402
H -0.07005 -1.91100 0.81277
H -1.25486 -0.07952 1.91852
H -2.70501 -1.08779 -0.78243
H -1.64880 1.88105 0.20497
N -2.47430 -0.11048 -0.06368
O -0.59995 -0.90444 -1.02675
```

ΔE to the lowest compared entry with this formula, charge and spin	170.55	kcal/mol
HOMO level	-0.328	hartree
HOMO-LUMO gap	9.90	eV

***

4.
ORCA calculation (ωB97M-V/def2-TZVPD) on a 6-piece molecular cluster, C33H37F40N2O8 overall in a non-equilibrium geometry.

Geometry as XYZ:
```
120
C33H37F40N2O8, DFT ωB97M-V/def2-TZVPD
C 0.87807 0.88382 1.42515
C 0.89178 1.92505 0.30536
C 1.89785 1.70699 -0.84229
C 3.33212 1.27702 -0.48304
N 3.69601 0.08737 -1.25325
C 3.58053 -1.18316 -0.58380
N 4.61914 -2.08278 -1.15438
C 2.18192 -1.77644 -0.79286
O 1.76091 -1.66312 -2.13628
C 0.34682 -1.83822 -2.23458
C -0.42011 -0.49711 -2.13280
O -1.19249 -0.40959 -1.14077
O -0.19277 0.36353 -2.99406
H 0.28826 0.02248 1.10788
H 1.86527 0.57564 1.76497
H 0.35554 1.30485 2.29019
H 1.00318 2.93389 0.70908
H -0.09759 1.89329 -0.15484
H 1.96044 2.66215 -1.36617
H 1.49919 0.97671 -1.53659
H 4.02926 2.06043 -0.78809
H 3.47453 1.14557 0.59598
H 4.59738 0.17739 -1.68650
H 3.75574 -1.09969 0.49830
H 4.15091 -2.77559 -1.72761
H 5.03187 -2.60487 -0.39084
H 1.45300 -1.26983 -0.15194
H 2.18448 -2.82911 -0.48609
H 0.13741 -2.29820 -3.20178
H -0.01075 -2.50791 -1.44950
C 0.00716 3.89562 -3.47115
C -0.22961 4.86918 -2.30296
C -1.63852 5.43455 -2.12687
F -2.00064 6.19357 -3.18450
F -1.66265 6.22679 -1.02672
F 0.67094 5.88166 -2.34244
F 0.00749 4.14581 -1.18112
O 0.60634 4.43680 -4.64372
C -0.12132 4.98173 -5.65018
C 0.25117 6.45121 -5.87316
F 0.00896 7.18044 -4.76798
F -0.50175 6.95366 -6.88329
F -1.44716 4.83437 -5.48541
F 0.21002 4.33651 -6.79828
H 0.74280 3.18442 -3.09913
H -0.87965 3.30516 -3.69726
H -2.36125 4.62621 -1.99374
H 1.30754 6.53349 -6.13417
C 9.59421 -0.20519 0.70840
C 8.29350 -0.36098 -0.09404
C 7.86848 0.80227 -0.99424
F 7.62195 1.91304 -0.26870
F 6.73669 0.45696 -1.63462
F 7.28581 -0.69747 0.73401
F 8.50534 -1.41143 -0.93838
O 9.47695 0.16276 2.07062
C 9.44978 1.46674 2.47257
C 8.14038 1.80559 3.19341
F 7.09210 1.61558 2.37625
F 8.17202 3.10743 3.55943
F 9.69639 2.32133 1.46614
F 10.44342 1.62873 3.38120
H 10.01217 -1.20983 0.74456
H 10.32169 0.41183 0.18045
H 8.64044 1.02643 -1.73616
H 8.02706 1.17942 4.08039
C 1.56774 -8.72003 0.93791
C 2.87291 -8.48111 1.71180
C 2.90009 -7.34439 2.73703
F 2.71825 -6.15143 2.14567
F 4.11367 -7.33563 3.33785
F 3.90320 -8.34954 0.85287
F 3.08936 -9.62064 2.43804
O 1.48033 -8.19754 -0.37027
C 1.01409 -6.92999 -0.60967
C 2.07123 -6.06041 -1.29640
F 3.17033 -5.95909 -0.51855
F 1.56333 -4.83012 -1.48389
F 0.54165 -6.34766 0.50403
F -0.01865 -7.04086 -1.47257
H 1.53461 -9.79902 0.79336
H 0.69462 -8.46385 1.53881
H 2.13231 -7.49442 3.50090
H 2.35554 -6.49310 -2.25759
C -2.80889 -0.73148 2.08815
C -4.05403 -0.91010 1.21624
C -4.44901 0.27058 0.33489
F -4.78087 1.35402 1.08154
F -5.55973 -0.07126 -0.37557
F -5.10791 -1.30880 1.97802
F -3.78382 -1.92079 0.35331
O -2.98909 -0.43591 3.46849
C -3.11215 0.83863 3.92658
C -4.46356 1.05216 4.61723
F -5.47821 0.83766 3.75795
F -4.54295 2.33178 5.05385
F -2.89707 1.76157 2.97922
F -2.16824 1.02208 4.88598
H -2.34132 -1.71390 2.09949
H -2.08935 -0.06696 1.60809
H -3.63806 0.52486 -0.35443
H -4.56211 0.37325 5.46613
C -8.29300 1.38422 0.48340
C -9.13950 0.17879 0.04162
C -10.24178 0.42412 -0.99131
F -11.18500 1.26458 -0.51776
F -10.84608 -0.75407 -1.27603
F -9.65985 -0.44173 1.12408
F -8.28929 -0.69649 -0.55761
O -8.64611 1.99435 1.71556
C -9.57245 2.98578 1.80542
C -10.74191 2.57988 2.70845
F -11.36905 1.49400 2.21917
F -11.63492 3.59727 2.75820
F -10.00315 3.41014 0.60384
F -8.98218 4.04550 2.40988
H -7.29939 0.98771 0.66669
H -8.18024 2.11494 -0.31783
H -9.82100 0.83310 -1.91332
H -10.37950 2.36439 3.71491
```

ΔE to the lowest compared entry with this formula, charge and spin	0.00	kcal/mol
HOMO level	-0.188	hartree
HOMO-LUMO gap	7.02	eV
net charge	-1

***

5.
ORCA calculation (ωB97M-V/def2-TZVPD) on a 2-piece molecular cluster, C4H13N2O overall in a non-equilibrium geometry.

Geometry as XYZ:
```
20
C4H13N2O, DFT ωB97M-V/def2-TZVPD
C -0.37333 1.20288 -0.98878
C 0.76226 0.23928 -1.40410
C 0.54321 -1.19628 -1.05089
C 0.78716 -2.13253 1.06355
N 0.19486 -1.20940 0.36142
N -1.47800 0.52209 -0.07208
H -0.97495 1.45244 -1.92569
H -0.05559 2.00472 -0.39996
H 0.89322 0.18086 -2.44242
H 1.67905 0.67400 -0.98124
H -0.32095 -1.59642 -1.63418
H 1.41249 -1.84650 -1.36658
H 0.45545 -3.15991 0.71905
H 1.06810 -1.87999 2.10913
H -1.17260 0.65657 0.93136
H -2.36726 1.12898 -0.12349
H -1.32819 -0.56144 -0.15414
H 0.37110 2.59797 2.60125
H -0.08615 1.09747 2.65568
O -0.00988 1.82519 2.10213
```

ΔE to the lowest compared entry with this formula, charge and spin	101.41	kcal/mol
HOMO level	-0.484	hartree
HOMO-LUMO gap	9.29	eV
net charge	+1

***

6.
ORCA calculation (ωB97M-V/def2-TZVPD) on one molecule with the formula C4H8O.

Geometry as XYZ:
```
13
C4H8O, DFT ωB97M-V/def2-TZVPD
C 0.23488 1.20444 0.94013
C -0.13926 -0.26784 0.88511
C 0.31535 -0.89224 -0.44868
C -0.50350 -0.42249 -1.65822
O -0.06281 -0.23460 -2.76933
H 1.31638 1.32393 0.75232
H -0.00676 1.67855 1.87978
H -0.32029 1.74027 0.19130
H 0.38905 -0.79534 1.68280
H -1.20594 -0.40755 1.06331
H 0.21351 -1.99920 -0.39011
H 1.37062 -0.70012 -0.67687
H -1.60121 -0.22781 -1.45158
```

ΔE to the lowest compared entry with this formula, charge and spin	8.42	kcal/mol
HOMO level	-0.360	hartree
HOMO-LUMO gap	10.85	eV
SMILES string	CCCC=O